The following is a quantum chemistry calculation of a structure of composition C56H120F20N14NaO32S16 in a non-equilibrium geometry, from the Open Molecules 2025 dataset.

CARTESIAN COORDINATES (ANGSTROEM)
F1 8.332 -8.789 0.918
F2 -10.668 -7.018 12.971
F3 0.541 6.831 -8.490
C1 -3.767 -9.341 -8.048
C2 12.214 5.061 -7.384
H1 -6.185 13.273 -3.218
C3 0.979 -0.925 0.976
H2 3.235 -0.064 2.220
C4 2.397 0.584 -0.556
H3 -7.270 9.120 -1.015
C5 -9.566 -5.750 -0.035
F4 7.753 -5.268 9.349
H4 -3.254 6.106 9.310
H5 -6.278 10.705 -4.105
H6 0.782 -9.809 -9.806
H7 0.739 5.539 11.485
F5 -10.971 -6.584 10.951
N1 -0.752 -9.450 -8.476
H8 -0.564 -9.659 -6.389
H9 12.694 8.311 -1.718
H10 -1.393 -10.910 -6.998
O1 8.984 -3.906 -10.644
N2 12.749 5.918 -4.938
H11 -7.265 12.884 -1.888
H12 -4.976 6.074 7.869
S1 -1.215 -7.869 3.970
H13 2.039 6.731 9.777
H14 -12.263 -1.496 2.888
H15 0.789 8.330 8.201
O2 10.473 -9.685 0.504
O3 4.901 -2.181 10.510
C6 12.266 7.407 -5.097
H16 4.597 0.772 -0.935
H17 -4.138 7.773 -2.865
S2 -9.001 -2.702 12.294
F6 -12.570 -6.309 12.401
S3 9.012 6.041 5.134
O4 5.889 6.369 3.603
C7 -11.158 -7.454 1.835
C8 2.976 -10.911 -8.408
H18 0.157 -7.656 -9.298
H19 4.568 -0.436 -3.095
C9 -6.176 7.189 -0.969
N3 -1.873 7.541 10.170
F7 -0.616 -6.864 5.093
S4 -0.359 -8.454 1.983
H20 0.135 -7.734 -7.533
H21 2.844 -11.974 -8.612
S5 9.249 -10.091 1.191
H22 12.147 3.962 -4.532
H23 -8.664 -6.638 1.650
H24 -1.461 5.559 10.112
H25 -11.910 -8.320 -0.063
H26 -4.564 8.777 9.212
H27 12.476 5.633 -8.274
H28 -5.634 13.659 -1.643
F8 11.871 -5.079 -13.404
H29 -2.613 8.318 12.046
H30 13.075 7.955 -5.580
C10 1.706 -10.250 -7.842
H31 11.465 5.191 -3.328
O5 8.340 6.817 6.142
H32 13.712 8.936 -3.028
C11 -11.679 -4.925 2.140
F9 10.511 -10.917 4.528
N4 -10.563 -6.008 2.250
H33 -9.588 -7.878 -0.357
C12 -1.178 6.285 10.875
C13 -11.318 -6.183 12.187
C14 13.796 6.739 -2.716
S6 -4.232 -0.469 -6.586
O6 -4.165 -0.335 -5.132
H34 -7.903 8.631 -3.327
H35 -12.272 -6.761 0.010
C15 -9.240 -5.737 1.441
F10 4.849 8.678 -8.039
H36 13.301 6.176 -1.925
H37 -1.522 8.929 8.549
O7 -2.400 -7.188 3.464
H38 -3.179 -9.462 -5.967
O8 -11.657 -3.573 11.585
H39 -1.437 -9.236 -10.568
H40 -1.387 -0.951 2.211
C16 -2.667 -9.123 -6.867
C17 -10.251 -7.028 -0.513
H41 13.323 3.360 -8.035
O9 7.974 7.864 3.360
C18 -1.347 -9.828 -7.127
C19 -3.169 -8.999 -9.417
H42 0.572 7.212 11.867
H43 -2.518 9.443 10.645
C20 0.347 8.011 9.145
C21 -0.624 -0.372 2.731
O10 -0.972 -7.557 0.945
O11 -1.356 -9.020 4.800
N5 5.741 -4.287 9.019
H44 -12.544 -5.348 2.652
S7 4.550 -3.435 9.879
H45 -5.537 9.257 -0.569
H46 3.428 1.488 -2.120
O12 -6.746 -0.394 -8.201
H47 1.155 0.919 2.233
Na1 5.540 -7.256 5.119
H48 11.554 3.231 -8.545
F11 10.547 -4.308 -8.796
S8 10.290 -11.174 2.965
H49 -10.160 -4.863 -0.253
C22 -6.265 8.741 -1.195
S9 -10.840 -4.239 12.561
C23 14.029 5.980 -3.999
S10 4.067 7.263 -8.086
H50 -10.328 -6.901 -1.593
F12 9.302 4.646 5.904
C24 12.278 3.569 -7.803
C25 -4.150 7.882 8.749
H51 2.269 1.415 0.138
C26 11.879 8.051 -3.695
H52 -8.730 -5.625 -0.724
C27 -5.315 7.064 8.175
H53 -11.995 -4.763 1.110
F13 -6.800 -1.520 11.046
H54 3.178 -10.506 -9.400
N6 11.240 -4.804 -11.039
H55 -3.825 -9.431 -10.172
H56 12.019 2.996 -6.913
H57 -6.643 8.372 -4.681
C28 -12.442 -2.554 2.698
O13 10.385 -6.875 -12.580
C29 2.495 -1.988 -0.706
C30 -0.440 -7.949 -8.434
H58 -0.246 -0.861 3.629
O14 9.509 -4.521 -13.111
H59 -6.424 7.080 0.087
O15 -7.071 -0.980 -5.738
H60 -1.654 6.024 11.820
H61 -4.064 -10.390 -8.039
H62 3.991 -2.716 -2.165
C31 13.278 5.350 -6.268
H63 -10.434 -3.073 2.710
H64 -1.003 8.999 11.443
O16 -4.301 0.764 -7.328
H65 -8.636 -4.897 1.785
O17 8.396 -11.096 0.580
C32 0.951 6.733 9.712
H66 2.815 -0.577 -3.040
C33 3.632 0.669 -1.431
O18 11.629 -10.919 2.446
H67 1.150 -1.841 1.541
H68 -4.426 9.028 -4.194
C34 11.722 4.950 -4.359
O19 -11.156 -3.939 13.944
H69 -3.167 -7.910 -9.372
H70 0.658 8.877 9.729
O20 9.774 -12.527 3.092
C35 -7.207 -2.722 11.400
H71 -12.080 -7.621 2.391
F14 -2.746 -0.993 -7.048
C36 3.713 -0.532 -2.425
H72 14.436 4.986 -3.814
F15 3.766 -2.809 8.572
O21 6.773 -4.423 11.321
F16 -7.012 -2.590 -7.421
S11 -6.341 -1.177 -7.037
H73 13.830 4.459 -5.972
C37 -4.405 8.796 -3.129
C38 0.540 -10.244 -8.836
H74 -3.782 9.571 -2.681
H75 -1.369 7.195 8.156
H76 14.054 6.032 -6.617
H77 -9.696 -5.097 4.126
H78 -10.804 -6.418 4.418
H79 4.449 -0.422 0.882
H80 11.089 7.594 -3.100
H81 -1.117 0.503 3.156
C39 -6.930 8.251 -3.637
C40 0.312 6.470 11.112
S12 7.380 6.529 3.456
O22 2.142 5.296 -9.149
H82 -6.065 6.297 -3.670
C41 -2.010 8.657 11.204
O23 10.324 6.470 4.699
H83 11.430 7.412 -5.797
O24 7.737 -2.782 9.626
H84 0.806 5.870 9.062
H85 3.773 -10.815 -7.671
H86 -5.316 11.169 -1.269
H87 -4.689 -8.798 -7.839
C42 -5.473 11.568 -2.271
C43 -6.941 6.789 -3.248
H88 -0.004 0.824 1.013
H89 -2.504 -8.068 -6.647
S13 1.916 6.267 -8.100
F17 -7.344 -3.377 10.215
F18 7.411 6.126 1.897
N7 -5.907 9.080 -2.719
C44 -1.148 7.965 8.895
O25 4.550 6.795 -6.815
O26 3.523 -4.283 10.487
H90 14.745 6.595 -4.545
H91 -4.023 6.993 10.645
C45 -11.456 -7.409 0.329
H92 -9.192 -6.746 3.693
C46 -1.753 -9.649 -9.610
H93 -12.925 -2.591 1.721
H94 -1.332 -7.322 -8.443
N8 0.227 -7.781 3.145
H95 -7.611 6.219 -3.892
C47 0.439 0.219 1.804
O27 -8.830 -2.249 13.666
H96 -8.143 6.729 -1.495
O28 1.648 5.795 -6.758
H97 1.404 -10.866 -6.995
C48 -6.218 12.917 -2.188
H98 -1.906 -10.711 -9.803
O29 -0.849 -9.828 2.012
H99 -13.165 -2.665 3.506
N9 8.148 5.381 3.891
H100 10.842 4.952 -5.002
H101 -11.442 -3.885 3.969
C49 -7.139 6.438 -1.804
H102 4.680 -1.916 -0.853
H103 -10.449 -8.254 2.048
H104 1.760 -2.153 -1.494
F19 1.065 -8.782 1.299
C50 -3.352 7.080 9.790
H105 3.552 -1.702 1.804
H106 -6.976 5.384 -1.579
N10 -5.006 -1.781 -7.161
S14 6.835 -3.997 9.922
H107 11.651 9.094 -3.914
C51 3.519 -0.698 1.380
F20 -6.254 -3.285 12.186
H108 -3.526 8.112 7.886
N11 -9.484 -4.321 12.161
H109 -6.118 6.862 8.884
H110 2.092 -9.304 -7.463
N12 2.395 -0.725 0.303
C52 3.816 -1.858 -1.516
H111 0.405 -1.255 0.111
N13 2.680 7.790 -8.203
H112 0.128 -11.232 -9.045
S15 10.482 -5.433 -12.478
H113 11.182 5.278 -7.109
H114 -5.688 7.563 7.281
O30 9.485 -6.267 -9.773
H115 2.660 -2.818 -0.019
H116 1.506 0.454 -1.172
H117 14.794 6.973 -2.345
S16 9.964 -4.948 -10.177
C53 13.086 8.101 -2.714
C54 -11.338 -3.649 2.910
C55 -10.035 -6.056 3.735
O31 -9.721 -1.627 11.529
H118 -5.157 6.810 -1.051
H119 -7.379 10.700 -2.873
N14 9.150 -9.911 2.717
C56 -6.305 10.594 -3.021
H120 -4.453 11.675 -2.639
O32 4.693 6.709 -9.295

Calculated values
- Maximum force: 14.0 eV Å⁻¹
- Energy above the lowest of the compared OMol25 structures with the same formula, charge and spin: 13.996 eV
- Charge: -1
- HOMO: -0.237 Ha

Löwdin population analysis, charges in e, atoms 1 to 5: -0.2585 0.1238 -0.1830 -0.1562 -0.2050